180
Properties=species:S:1:pos:R:3:forces:R:3 method="wB97M-V/def2-TZVPD" e_lumo_ev=0.290 homo_ev=-10.6 e_tot_ev=-441367.4972
C -4.1628 0.2536 -8.1733 0.107 0.520 1.693
C -4.7513 -0.1130 -6.7688 -0.070 -0.097 -0.739
O -5.9710 0.6840 -6.5839 0.499 -0.072 -0.218
C -6.4540 0.8760 -5.3669 -0.583 0.096 0.884
O -6.0471 0.4521 -4.3117 0.558 -0.439 -0.130
O -7.5419 1.6512 -5.4439 -0.044 -0.531 -1.309
C -8.3945 1.8160 -4.3248 0.784 1.589 0.665
H -4.9917 0.5050 -8.8387 0.237 -0.363 -0.125
H -3.4710 -0.5275 -8.5598 -0.689 0.500 0.246
H -3.5956 1.1778 -7.9818 -0.006 -0.235 -0.519
H -4.0647 0.0685 -5.9398 -0.053 0.142 -0.156
H -5.0158 -1.1670 -6.7570 -0.302 -0.072 0.171
H -7.8805 2.4544 -3.5991 0.113 -0.386 0.253
H -8.7749 0.9401 -3.8244 0.153 -0.563 -0.296
H -9.1784 2.4601 -4.6834 -0.573 -0.174 -0.296
C 2.4784 -0.3185 -3.0859 0.247 -0.395 0.404
C 3.1087 -0.0271 -4.4391 -0.655 0.583 0.026
O 2.7291 -0.9961 -5.4697 -0.141 0.959 0.871
C 3.6216 -1.9343 -5.6453 1.605 0.111 0.425
O 4.5338 -2.2208 -4.8740 -1.079 0.168 -0.445
O 3.4773 -2.4413 -6.8527 1.160 -1.645 0.083
C 4.5230 -3.4693 -7.0545 -0.121 -0.159 -0.793
H 2.9874 -1.1584 -2.5899 0.080 0.270 -0.103
H 1.4255 -0.6451 -3.1506 0.347 0.715 -0.190
H 2.6092 0.5840 -2.4453 -0.301 -0.628 -0.358
H 4.2100 -0.0053 -4.3690 -0.572 0.150 -0.097
H 2.7034 0.9355 -4.8163 0.425 -0.597 0.069
H 4.3673 -3.8224 -8.0874 -0.021 0.158 0.532
H 4.4094 -4.3195 -6.3430 0.030 0.847 -0.474
H 5.5350 -3.0092 -6.9755 -0.883 -0.336 0.099
C -0.6101 -0.9143 -5.8032 0.988 -0.177 -0.069
C -0.1130 -2.3068 -6.1769 -0.972 -0.564 -1.350
O -0.0719 -2.3083 -7.6798 0.805 -0.983 0.924
C 0.2765 -3.4668 -8.2792 -1.724 -0.455 -0.788
O 0.6862 -4.5144 -7.8257 0.155 1.448 0.259
O -0.1572 -3.3278 -9.5764 0.706 -1.319 -0.368
C 0.1839 -4.4389 -10.5121 0.930 0.931 0.172
H -1.4730 -0.6094 -6.3956 0.034 -0.102 0.011
H 0.2298 -0.2055 -5.9744 -0.658 -0.306 0.031
H -0.8642 -0.8781 -4.7456 -0.058 -0.004 0.052
H -0.7528 -3.1762 -5.9045 0.084 0.814 0.000
H 0.8637 -2.5264 -5.7913 0.498 0.082 0.051
H 0.5822 -5.3257 -9.9986 -0.225 0.540 0.100
H 0.9752 -4.0171 -11.1776 -0.610 -0.427 0.448
H -0.6662 -4.7466 -11.1360 -0.046 0.535 0.548
C 0.1358 5.0419 0.9476 -0.781 0.464 -0.379
C -1.2721 5.6674 0.9983 -0.186 0.016 -0.262
O -2.2840 4.8697 0.2924 -0.152 -0.205 0.548
C -2.4978 5.0747 -1.0127 1.072 0.330 0.990
O -1.7924 5.7364 -1.7077 0.719 0.746 -0.771
O -3.5479 4.4658 -1.4884 -1.455 -0.720 -0.076
C -4.3800 3.6417 -0.6424 1.278 -0.773 -0.031
H 0.5345 4.8807 -0.0591 -0.302 0.059 0.258
H 0.0366 4.0983 1.4775 0.328 -0.278 -0.146
H 0.8351 5.6674 1.5059 -0.058 0.047 -0.049
H -1.4375 6.7343 0.7290 0.611 -0.784 -0.149
H -1.5820 5.5459 2.0282 -0.296 0.210 0.215
H -5.0813 3.1713 -1.3131 -0.236 -0.029 -0.088
H -4.8666 4.1807 0.1510 -0.197 0.502 0.116
H -3.7404 2.8671 -0.1798 -0.386 0.232 -0.186
C 3.6813 -0.7619 7.9600 -0.198 -0.212 -0.941
C 3.5731 0.4745 7.0799 0.365 0.152 0.546
O 4.9252 0.9706 6.8212 -0.069 0.516 0.179
C 5.5361 0.5339 5.7414 -1.145 -1.972 -1.773
O 5.1027 -0.3498 4.9829 0.267 1.213 1.402
O 6.6900 1.1377 5.5223 0.335 -0.251 0.458
C 7.4683 0.4717 4.5086 0.129 0.303 -0.180
H 4.0942 -1.5271 7.3215 0.753 -0.386 0.038
H 2.6956 -1.1877 8.1662 -0.044 0.488 0.544
H 4.3106 -0.5892 8.8439 -0.448 -0.103 -0.246
H 3.0839 1.2703 7.6549 0.150 0.059 -0.462
H 3.0840 0.3013 6.1147 -0.035 -0.050 0.354
H 7.8578 -0.4921 4.8196 -0.266 -0.153 0.361
H 8.3104 1.1089 4.3068 0.210 0.421 -0.013
H 6.8730 0.3360 3.6197 -0.116 -0.034 -0.255
C 1.7974 -3.2796 0.7731 0.486 1.622 0.095
C 1.6359 -4.7219 0.4885 0.113 -0.963 0.313
O 0.6901 -5.3927 1.3935 1.060 1.382 -1.285
C -0.5726 -4.9842 1.3164 -0.806 -1.089 -0.150
O -1.2024 -4.4752 0.4070 1.362 -0.031 0.530
O -1.1928 -5.3970 2.4005 -1.027 -0.502 1.098
C -0.4841 -6.0498 3.4830 0.148 0.074 -0.109
H 2.2534 -3.0849 1.7588 -0.201 -0.174 -0.344
H 0.8638 -2.7078 0.7233 0.094 -0.223 -0.022
H 2.4712 -2.8331 -0.0010 -0.411 -0.354 0.549
H 2.5810 -5.2355 0.6845 -0.223 -0.134 -0.132
H 1.3416 -4.8815 -0.5386 -0.265 -0.225 -0.247
H 0.1484 -5.3225 3.9637 0.266 0.317 0.182
H 0.1516 -6.8905 3.1721 -0.458 0.252 -0.225
H -1.2293 -6.3886 4.2021 -0.131 0.067 -0.323
C -1.6297 0.4839 -1.0022 1.085 -1.167 0.299
C -0.7506 1.1850 -0.0044 -0.230 0.041 0.223
O -0.0327 0.1782 0.7913 -1.380 0.238 -1.481
C 0.9255 0.6502 1.5163 1.602 1.991 0.648
O 1.2153 1.8444 1.6577 -0.340 -1.738 -0.017
O 1.5862 -0.3723 2.0483 0.411 0.314 -0.406
C 2.7422 0.0131 2.8101 0.039 -1.527 0.393
H -2.4170 -0.0665 -0.4758 -0.072 0.314 -0.290
H -1.0355 -0.2829 -1.5310 -0.330 0.522 -0.225
H -1.9958 1.2586 -1.6560 -0.439 -0.088 -0.461
H -1.4771 1.6638 0.6603 0.734 0.601 0.243
H -0.0205 1.8932 -0.4713 -0.637 -0.579 0.603
H 3.4771 0.6090 2.2760 -0.305 0.237 -0.156
H 3.2166 -0.9471 3.0790 -0.150 0.554 -0.177
H 2.3395 0.4567 3.6970 0.366 0.632 0.602
C -3.1215 2.0530 3.3224 -0.172 1.136 1.074
C -4.3498 2.8642 3.8039 0.618 -0.419 -0.627
O -5.1138 1.9036 4.5732 1.613 -0.256 -0.556
C -6.3361 2.1969 4.9320 0.165 3.504 -1.842
O -6.8636 3.2544 4.5595 -0.200 -2.029 1.237
O -6.7582 1.2425 5.6972 -1.517 -0.744 0.349
C -8.0592 1.4707 6.2930 0.814 -0.782 0.227
H -3.4781 1.2024 2.7792 -0.054 -0.516 -0.549
H -2.5625 1.6987 4.2082 -0.187 0.142 -0.488
H -2.4634 2.6941 2.7151 -0.204 -0.291 0.083
H -4.9152 3.2881 2.9499 0.003 -0.486 0.574
H -4.0347 3.7081 4.4270 -0.226 -0.226 0.142
H -8.1459 0.6253 6.9738 -0.331 0.120 -0.068
H -8.8850 1.5123 5.5831 0.303 0.054 -0.097
H -7.9280 2.3719 6.8460 -0.569 0.756 0.447
C -2.1878 -1.8627 1.8995 0.865 -0.592 0.994
C -1.4479 -1.3840 3.1435 0.853 -0.694 -0.095
O -0.3868 -2.3779 3.5138 -1.649 0.802 -1.183
C 0.5261 -2.0003 4.3676 -0.179 0.032 0.774
O 0.5619 -0.9601 5.0045 0.335 -0.548 -0.453
O 1.3586 -3.0405 4.4714 1.237 0.894 0.463
C 2.6180 -2.7967 5.2284 -1.563 -0.936 -1.362
H -1.5134 -2.1592 1.0993 0.087 0.307 0.003
H -2.8039 -1.0436 1.6057 -0.601 0.538 -0.454
H -2.7984 -2.7280 2.1149 -0.271 -0.176 0.088
H -2.0955 -1.2823 4.0078 -0.100 0.054 0.089
H -0.9547 -0.4368 2.9384 0.042 -0.048 0.241
H 2.3315 -2.6015 6.2437 0.242 0.213 0.459
H 3.2111 -2.0196 4.7493 -0.057 0.003 0.328
H 3.0459 -3.7821 5.0859 0.620 0.109 0.436
C -1.3373 2.9569 -4.7850 0.039 -0.135 0.350
Cl 0.0520 2.2969 -3.8665 -0.352 0.040 -0.321
Cl -2.8573 2.2389 -4.2914 -0.266 -0.442 0.250
Cl -1.1535 2.7858 -6.5212 0.296 0.064 -0.001
H -1.4233 3.9881 -4.5008 0.241 0.451 -0.162
C 6.7386 -1.2482 -2.7712 -0.035 -0.132 -0.813
Cl 5.8723 -0.6590 -1.3581 0.212 0.114 -0.071
Cl 7.8089 -2.6032 -2.3890 0.090 0.280 0.146
Cl 7.6077 0.0602 -3.6632 -0.330 -0.483 0.606
H 6.0129 -1.6524 -3.4729 -0.034 0.216 0.125
C 4.0268 3.7504 -1.6193 0.374 1.000 -1.094
Cl 3.8600 2.5399 -0.4229 -0.269 -0.632 0.694
Cl 2.5479 4.7774 -1.7569 0.848 -0.582 -0.111
Cl 4.4999 3.0269 -3.1972 -0.403 0.160 0.268
H 4.8827 4.3871 -1.3828 -0.508 0.008 0.158
C 6.8783 -3.5676 2.1524 0.704 -0.048 -0.343
Cl 5.5102 -3.9236 1.0612 0.265 0.515 0.495
Cl 6.4193 -3.2703 3.8427 -0.097 -0.210 -0.704
Cl 7.9306 -2.2226 1.5741 -0.699 -0.353 0.070
H 7.5184 -4.4447 2.0589 -0.228 0.152 0.477
C 0.5898 6.6254 5.6564 -0.345 0.128 0.010
Cl 1.0593 8.1682 4.9419 -0.369 0.208 -0.093
Cl 1.9004 6.0996 6.6680 0.350 -0.481 0.448
Cl 0.2370 5.4540 4.3708 -0.062 -0.011 0.219
H -0.3027 6.7308 6.2928 0.411 0.102 -0.538
C -6.4453 -1.3438 -1.4039 0.805 0.294 -0.175
Cl -8.0306 -0.5917 -1.3129 0.055 0.378 -0.424
Cl -6.5839 -2.8869 -0.6029 0.263 -0.678 -0.117
Cl -5.2221 -0.3636 -0.5105 -0.330 -0.010 -0.338
H -6.0435 -1.4393 -2.4466 -0.780 0.128 0.994
C -1.6065 -3.4156 -2.4762 -0.186 0.608 1.274
Cl -2.9274 -2.2947 -3.0668 1.037 -0.750 -0.056
Cl 0.0340 -2.6981 -2.5161 -0.533 0.282 -0.055
Cl -1.4812 -4.9515 -3.2805 -0.593 -0.110 -0.256
H -1.8374 -3.5518 -1.4013 0.195 -0.171 -0.851
C -0.7165 0.9311 7.2683 0.215 0.385 -0.149
Cl -0.6163 2.3515 6.2014 -0.038 -0.008 0.185
Cl -2.2146 0.0534 7.0005 0.010 0.060 0.134
Cl -0.5137 1.4234 8.9775 -0.067 -0.270 -0.566
H 0.1076 0.3047 6.9514 -0.026 -0.186 0.252
C 3.8002 3.6178 3.1866 0.667 0.566 0.630
Cl 3.2799 3.2025 4.8208 -0.200 0.074 -0.055
Cl 5.3810 2.8885 2.9019 -0.086 -0.439 -0.331
Cl 4.0088 5.3600 2.9765 -0.321 0.263 0.105
H 3.0430 3.3147 2.4950 -0.210 -0.564 -0.429